[1]
{"formula": "C3H14O4", "method": "wB97M-V/def2-TZVPD", "multiplicity": 1, "homo_ha": -0.3464, "charge": 0, "relative_energy_kj_mol": 214.32, "gap_ev": 9.8, "species": ["C", "C", "C", "H", "H", "H", "H", "H", "H", "O", "H", "H", "O", "H", "H", "O", "H", "H", "O", "H", "H"], "xyz": [[0.6359, 1.1277, 2.2856], [-0.3160, 1.9469, 1.8870], [-1.6747, 1.4430, 1.4496], [1.5595, 1.3763, 2.7408], [0.5613, 0.0493, 2.2361], [-0.2544, 3.0690, 1.8034], [-1.6976, 0.4098, 1.0559], [-2.3226, 1.2702, 2.3039], [-2.2018, 2.2094, 0.8792], [-1.2504, 0.5893, -1.8256], [-1.8850, -0.1417, -1.6007], [-1.7905, 1.3840, -1.9288], [3.0413, -1.8155, -0.8129], [2.3839, -2.4819, -1.1944], [2.6850, -1.1587, -0.3369], [1.0090, -1.3810, -2.4030], [1.2630, -1.8471, -3.2103], [0.7170, -0.4214, -2.5812], [-0.2573, -1.8796, 0.1052], [-0.6764, -2.3419, -0.6139], [0.4708, -1.4062, -0.2390]]}

=====

[2]
{"formula": "C3H14O5", "method": "wB97M-V/def2-TZVPD", "multiplicity": 2, "homo_ha": [-0.5739, -0.5738], "charge": 1, "relative_energy_kj_mol": 706.59, "gap_ev": [8.3, 7.7], "species": ["O", "C", "C", "C", "H", "H", "H", "H", "H", "H", "H", "H", "O", "H", "H", "O", "H", "H", "O", "H", "H", "O"], "xyz": [[2.4459, 0.7978, -0.0792], [1.6446, -0.0582, -0.1469], [0.9407, -0.6531, 1.0163], [0.6392, 0.3628, 2.1121], [1.3660, -0.4513, -1.1961], [0.0614, -1.0934, 0.6169], [1.5743, -1.4627, 1.3996], [1.5332, 0.7620, 2.5973], [0.0829, 1.2115, 1.7257], [0.0298, -0.0881, 2.8907], [-1.7686, -2.0907, -1.2333], [-0.1128, -0.8828, -1.9063], [-1.1467, -1.4638, -0.8368], [0.5971, -0.5346, -3.2937], [-0.7179, 0.1388, -0.4595], [0.6679, -0.4214, -2.3323], [-2.9239, 0.3177, 1.0336], [-1.8347, -0.4699, 0.2496], [-1.9747, 0.1406, 1.0179], [0.2197, 2.4610, -1.3641], [-0.6616, 1.2649, -0.7814], [-0.6617, 2.2131, -1.0299]]}

=====

[3]
{"formula": "C3H15N2O2", "method": "wB97M-V/def2-TZVPD", "multiplicity": 1, "homo_ha": -0.5136, "charge": 1, "relative_energy_kj_mol": 77.50, "gap_ev": 11.3, "species": ["N", "C", "C", "N", "C", "H", "H", "H", "H", "H", "H", "H", "H", "H", "H", "H", "H", "H", "O", "H", "H", "O"], "xyz": [[-1.2147, -0.5482, 1.7345], [-1.7594, -0.1686, 0.3852], [-0.5418, -0.1996, -0.6080], [0.6609, -0.4783, 0.1792], [1.6903, 0.5833, 0.2195], [-0.1187, -0.5850, 1.3345], [-1.5316, -1.4796, 2.0015], [-1.4577, 0.1273, 2.4496], [-2.2070, 0.7937, 0.5896], [-2.5001, -0.8503, -0.0206], [-0.5052, 0.7581, -1.1121], [-0.6978, -0.9856, -1.3412], [1.0918, -1.3816, -0.0176], [1.2292, 1.4537, 0.6798], [2.5174, 0.2587, 0.8474], [2.0679, 0.7713, -0.7844], [-0.2423, 3.1878, 0.0307], [-1.5526, 3.5259, -0.5818], [-1.0559, 2.7477, -0.2709], [2.7693, -2.2141, -1.8381], [1.5204, -2.9811, -2.2633], [1.8377, -2.3355, -1.6135]]}

=====

[4]
{"formula": "C3H15N2O3", "method": "wB97M-V/def2-TZVPD", "multiplicity": 1, "homo_ha": -0.5058, "charge": 1, "relative_energy_kj_mol": 247.41, "gap_ev": 10.5, "species": ["C", "C", "N", "C", "N", "H", "H", "H", "H", "H", "H", "H", "H", "H", "H", "H", "O", "H", "H", "O", "H", "H", "O"], "xyz": [[1.1486, 3.2664, 1.2592], [1.8812, 2.3691, 0.2783], [0.6824, -0.5710, -1.6606], [1.4048, 0.2166, -0.8973], [1.0732, 1.5355, -0.6201], [1.4382, 4.2824, 0.8922], [0.0868, 3.0030, 1.3025], [1.6443, 3.3551, 2.1790], [2.2930, 3.1428, -0.3414], [2.7739, 1.7548, 0.6618], [-0.1903, -0.1921, -1.8588], [0.8866, -1.6071, -1.8310], [2.4524, -0.2668, -0.5649], [0.1356, 1.8779, -0.7757], [-2.0972, 0.0864, -2.1738], [-2.4266, 1.6551, -2.3779], [-1.8215, 0.9168, -2.5057], [-0.4843, -2.6684, 1.2712], [0.2460, -3.6974, 0.3608], [0.3110, -2.7270, 0.8688], [-4.1080, -5.9267, 2.2635], [-3.8364, -4.5830, 1.8320], [-3.4938, -5.2224, 2.4379]]}